Record 1
{"formula": "C46H48As2N5O9OsS2Te", "method": "ωB97M-V/def2-TZVPD", "elements": ["C", "C", "H", "C", "H", "H", "N", "H", "H", "H", "C", "H", "C", "H", "H", "O", "O", "C", "H", "H", "H", "C", "N", "H", "C", "O", "H", "C", "Te", "C", "C", "C", "H", "H", "C", "H", "N", "H", "H", "C", "O", "C", "N", "C", "H", "C", "C", "C", "H", "H", "H", "H", "C", "H", "C", "H", "Os", "C", "O", "H", "C", "C", "H", "O", "H", "C", "C", "O", "H", "H", "As", "H", "C", "O", "C", "C", "C", "H", "H", "H", "H", "H", "C", "C", "S", "C", "C", "C", "H", "H", "H", "C", "C", "H", "As", "C", "N", "H", "C", "S", "C", "C", "C", "C", "H", "O", "C", "C", "H", "H", "H", "H", "C", "H"], "coordinates": [[6.30914, 0.74294, -1.49542], [5.34355, 0.89348, -2.63157], [0.51567, -3.18388, -1.81270], [3.39534, 3.99633, -1.39508], [2.88052, 5.52321, 0.07524], [6.16576, 0.99925, 2.74327], [-7.14890, -0.34146, -1.38050], [-3.42429, 4.76368, 1.40300], [9.00449, 0.44500, 1.26789], [4.23986, 3.33404, -1.57506], [7.65527, 0.92590, -1.77952], [2.79674, 3.70765, 1.86798], [-2.32197, 3.07853, 0.67002], [1.35996, -0.35555, -4.53875], [-5.46663, -2.16743, -2.53597], [1.75041, -3.53196, 4.29475], [5.42977, -2.05999, -1.56667], [-10.04108, -0.59846, -1.48606], [-1.82464, -0.83838, 5.11992], [-2.67138, -1.09913, 3.56489], [-12.16926, 2.43971, -0.40281], [-10.20559, 1.63363, -0.61096], [-2.33427, 1.87491, 0.11707], [10.23594, 1.84077, -1.80966], [0.44072, -3.08194, -0.73298], [5.47105, -3.70467, -0.03461], [4.47558, 4.77469, 0.31482], [-9.41410, 0.55358, -0.99112], [3.97385, 0.13065, 0.47168], [6.92436, 0.32108, 0.83985], [-3.31256, -2.16002, -2.51800], [8.25097, 0.51357, 0.49229], [3.35831, 4.75268, -2.17441], [10.44852, 0.10059, -1.71689], [1.81011, -2.14932, 2.42625], [7.41866, -3.53725, -0.76569], [-2.25174, -0.44302, -1.22741], [2.97514, 0.38004, -4.70584], [-1.19736, -1.85028, -2.28085], [6.63938, -4.28968, -0.67963], [-0.58473, -1.07061, 3.53576], [8.64471, 0.80145, -0.81258], [-7.26305, 1.58725, -0.27861], [-4.65875, -0.53972, -1.39230], [7.93809, 1.17319, -2.79694], [-4.75488, 1.95660, 0.04284], [3.73764, -2.13905, 0.11539], [-3.52757, 1.31447, -0.22188], [-1.91920, 0.48677, 3.91849], [2.36295, -2.54884, 6.30601], [-14.16104, 2.23168, -1.56635], [5.55550, -2.98776, 2.35710], [2.20812, -1.50071, 6.07290], [1.29802, -1.13712, 6.54190], [-4.70728, 3.22220, 0.65543], [-9.43552, -1.44174, -1.78821], [-0.68083, 0.56707, -0.25113], [4.61418, -3.01887, 2.89814], [2.81208, -2.62879, -2.70355], [-11.90387, -1.54649, -1.96137], [-3.49309, 3.78423, 0.95196], [-4.55938, -1.69259, -2.18512], [-1.35537, 3.49276, 0.91528], [2.06955, -1.31724, 4.63408], [5.59645, 1.77950, -3.21604], [0.91905, -1.42881, 1.73731], [1.83764, 2.89143, 0.29077], [-13.51599, 0.26802, -1.32348], [-3.18141, -3.02200, -3.15665], [5.89987, -0.71853, 2.45594], [3.16502, -3.32109, 1.62024], [10.71096, 1.08853, -0.28077], [6.59830, 0.10040, 2.29565], [2.56413, -0.39269, -2.85723], [-11.40766, -0.66231, -1.58504], [1.85490, -2.39676, 3.90953], [-5.93091, 1.28029, -0.37202], [4.47196, -2.10025, 3.46446], [3.05735, -0.89831, 6.37754], [6.94439, -5.10421, -0.03380], [6.35641, -4.65486, -1.66301], [-15.38292, 1.00475, -1.17081], [2.83664, -1.38579, -0.72269], [10.09032, 0.97304, -1.16667], [0.76408, 1.92472, 1.13271], [-7.96602, 0.58025, -0.89946], [-5.90088, 0.07922, -1.05936], [-3.48278, 0.07050, -0.93867], [-7.68244, 2.37691, 0.18032], [2.80168, -1.40165, -4.67777], [-9.76502, 2.55481, -0.24453], [3.44888, 4.59455, 0.00423], [2.41607, -0.45914, -4.30368], [-5.62157, 3.75802, 0.87625], [0.89467, -1.25761, -0.21076], [5.95264, 0.42004, -0.17879], [2.83176, 3.57101, 0.86540], [-0.57563, -3.28331, -0.39818], [2.81826, -1.52623, -2.22993], [1.86716, 2.99309, -1.42577], [-12.19687, 0.42766, -1.19352], [-2.18538, -1.50655, -2.01949], [-0.31857, -0.85003, 2.29504], [-1.85503, -0.58772, 4.06697], [5.41621, 0.03295, -3.29922], [-1.15502, -0.26744, 1.56497], [4.98090, -2.62117, -0.60435], [-14.37536, 1.34765, -0.96375], [4.61689, -3.86958, 3.57536], [1.11893, -3.79164, -0.26644], [7.50342, -0.12920, 2.85393], [-14.28072, 1.58145, 0.09790], [-11.58482, 1.58325, -0.70425], [4.30848, 0.97322, -2.30636]], "homo_lumo_gap_ev": 4.636, "total_charge": 3, "multiplicity": 1, "e_homo_ev": -12.80, "e_lumo_ev": -8.161}

Record 2
{"formula": "C2H10N2", "method": "ωB97M-V/def2-TZVPD", "elements": ["H", "H", "H", "H", "H", "H", "N", "H", "C", "C", "H", "H", "H", "N"], "coordinates": [[1.52665, -1.62092, -1.47373], [1.84520, 1.35642, -0.43884], [-2.99626, -0.20701, 1.26505], [-0.30323, -0.66474, 0.05536], [0.10487, 1.64107, -0.48895], [0.95218, 0.74835, -1.81106], [0.63886, -0.30091, 0.00407], [-3.17694, 1.26575, 0.71120], [1.54930, -1.34821, -0.40861], [0.88552, 0.91715, -0.72204], [2.56564, -1.11986, -0.08642], [-2.43440, 0.97626, 2.12971], [1.34319, -2.30101, 0.09600], [-2.50058, 0.65766, 1.16827]], "smiles": "CNC.N", "homo_lumo_gap_ev": 9.296, "total_charge": 0, "de_lowest_kcal_mol": 10.2, "multiplicity": 1, "e_homo_ev": -8.25, "e_lumo_ev": 1.049}

Record 3
{"formula": "C20H63N3O10", "method": "ωB97M-V/def2-TZVPD", "elements": ["H", "H", "N", "H", "H", "C", "H", "C", "C", "O", "H", "H", "O", "H", "H", "H", "C", "H", "H", "H", "O", "H", "H", "N", "C", "H", "H", "H", "H", "H", "H", "C", "N", "O", "H", "H", "C", "H", "C", "H", "C", "H", "C", "H", "H", "H", "C", "H", "H", "H", "H", "H", "H", "O", "H", "C", "H", "H", "H", "H", "O", "H", "H", "O", "H", "H", "C", "C", "H", "H", "H", "C", "H", "H", "C", "O", "H", "H", "O", "H", "C", "C", "H", "H", "H", "H", "H", "H", "H", "O", "H", "C", "H", "C", "H", "H"], "coordinates": [[7.84995, -9.89215, -6.17390], [6.92924, -7.87265, -12.93667], [2.49984, -6.96447, -8.50196], [-1.11160, -10.72946, -14.76638], [9.81326, -12.32952, -13.48039], [5.92263, -7.80048, -12.52482], [0.49851, -6.71454, -11.14451], [8.00135, -5.20070, -9.99286], [4.12595, -17.10379, -19.14508], [6.32927, -4.49385, -11.47203], [0.68092, -9.70239, -13.86152], [5.32319, -8.69737, -10.16062], [6.91106, -10.27818, -8.40791], [8.30050, -4.50860, -12.02321], [10.11014, -8.29190, -13.97284], [9.63011, -11.23467, -12.22497], [9.98653, -13.24953, -11.43276], [4.20240, -16.49504, -20.04601], [8.22326, -11.44432, -5.69276], [7.45174, -11.99314, -12.14284], [8.02557, -9.46616, -10.73337], [7.96772, -12.03997, -8.40058], [5.39995, -13.33658, -13.34751], [2.11129, -16.07453, -18.38085], [2.15266, -6.54640, -9.84715], [2.15049, -11.68885, -15.52023], [2.77514, -7.12958, -10.52577], [7.30727, -9.07735, -11.23245], [4.12908, -14.35964, -17.90106], [6.28656, -12.93056, -11.42707], [7.50039, -10.14315, -9.15360], [8.21739, -10.82908, -6.59251], [5.41830, -12.39831, -13.72091], [5.58258, -9.11227, -12.00546], [12.10848, -12.53102, -12.97278], [2.03309, -7.82513, -8.25395], [6.35153, -14.58260, -16.38433], [6.34140, -13.70024, -17.02420], [7.67739, -4.29850, -11.15390], [9.05878, -5.28225, -9.74130], [6.45831, -11.89096, -11.70609], [5.13413, -17.32128, -18.79244], [2.16801, -10.69859, -15.06506], [2.28344, -6.19543, -12.84577], [10.59339, -13.08655, -10.54211], [6.52932, -11.36813, -10.75230], [0.70911, -6.81888, -10.08015], [4.54822, -12.43725, -14.23231], [7.30287, -15.10831, -16.30259], [6.62410, -11.99848, -7.23198], [5.72276, -7.06590, -11.74473], [3.63100, -17.97015, -19.58388], [2.66970, -10.90326, -14.11927], [2.09952, -4.56544, -11.45162], [2.26962, -15.28369, -18.98880], [3.38924, -16.48751, -17.95737], [3.44283, -17.29063, -17.22238], [5.12634, -7.47451, -13.19399], [0.41090, -7.83100, -9.80670], [7.45693, -4.93351, -9.08715], [11.60178, -11.83732, -12.54425], [1.73056, -15.60687, -17.57063], [3.51852, -4.78103, -9.99243], [9.56526, -8.82943, -13.39803], [0.49855, -9.25028, -15.58405], [5.55599, -9.01504, -8.69884], [5.52626, -9.99573, -13.16602], [7.38978, -11.40382, -7.73020], [6.15897, -4.04041, -12.30089], [9.38109, -9.61719, -13.90963], [10.36342, -14.18785, -11.83971], [2.47479, -5.03248, -10.18082], [3.43809, -14.87123, -16.44817], [4.73272, -9.66878, -13.83796], [5.35210, -11.43479, -12.67724], [4.92837, -8.60446, -9.29360], [8.78023, -9.41589, -11.32006], [1.85685, -4.38500, -9.55872], [5.42538, -15.55534, -16.93384], [3.48305, -7.17567, -8.59575], [10.19777, -12.12948, -12.48028], [0.76104, -10.05001, -14.89150], [4.42954, -11.45801, -12.09721], [7.88836, -3.25588, -10.91616], [2.61892, -4.59117, -13.50317], [8.93488, -13.40530, -11.19218], [5.91449, -14.31311, -15.42283], [7.87177, -6.25839, -10.22219], [3.75391, -5.19297, -12.36443], [-0.24111, -11.03904, -15.02716], [2.76139, -10.00606, -15.66205], [4.07506, -15.23534, -17.25427], [9.26529, -10.61227, -6.79986], [2.69230, -5.21273, -12.61077], [6.45857, -10.02276, -13.73010], [0.08298, -6.06962, -9.59573]], "homo_lumo_gap_ev": [8.413, 2.723], "total_charge": 1, "de_lowest_kcal_mol": 13.0, "s_squared": 0.755, "multiplicity": 2, "e_homo_ev": [-10.74, -10.74], "e_lumo_ev": [-2.322, -8.012]}